1.
Here is a structure of composition C43H36N3O2P2V at a distorted geometry from OMol25. Energies are from ωB97M-V with the def2-TZVPD basis set.

Frontier orbital gap (alpha / beta) = 6.418 / 6.267 eV
Spin multiplicity = 4
HOMO level (alpha / beta) = -0.363 / -0.363 Ha
Largest force on an atom = 0.0250 hartree/bohr
Charge = +1

The geometry in XYZ format:
```
87
Properties=species:S:1:pos:R:3:forces:R:3
V -0.099 0.022 0.607 0.35 -1.23 -0.11
O 0.364 6.638 -0.888 -0.13 -0.20 0.35
C -0.404 6.170 -0.027 -0.55 0.85 -0.54
O -1.353 6.666 0.614 0.45 -0.19 -0.04
C -0.239 4.675 0.210 0.30 -0.72 0.29
C 0.503 3.902 -0.688 0.06 0.53 -0.25
C 0.600 2.553 -0.480 0.29 -0.69 0.08
N -0.042 1.991 0.551 0.27 0.49 0.13
C -0.685 2.706 1.479 0.01 -0.70 0.30
C -0.787 4.069 1.342 -0.30 0.47 -0.02
C -1.121 1.844 2.639 0.35 0.20 -0.69
C -1.679 2.361 3.787 -0.13 0.18 0.19
C -1.923 1.518 4.860 -0.10 0.22 0.09
C -1.616 0.176 4.747 0.00 -0.18 0.02
C -1.099 -0.286 3.553 0.02 0.07 -0.19
N -0.849 0.519 2.510 -0.08 0.41 0.51
C 1.557 1.594 -1.153 -0.35 0.20 0.87
C 2.310 1.920 -2.256 0.09 0.20 -0.33
C 3.358 1.091 -2.626 0.00 0.19 -0.18
C 3.637 -0.035 -1.876 0.13 -0.10 -0.02
C 2.811 -0.337 -0.816 -0.48 0.22 0.11
N 1.768 0.436 -0.462 0.19 0.24 -0.44
H 0.999 4.430 -1.495 -0.01 0.00 0.07
H -1.297 4.713 2.049 -0.01 -0.02 -0.06
H -1.902 3.419 3.842 0.02 -0.05 0.03
H -2.345 1.912 5.776 0.02 -0.01 -0.04
H -1.780 -0.517 5.561 -0.01 0.03 -0.01
H -0.890 -1.338 3.408 0.06 0.01 0.00
H 2.097 2.830 -2.801 0.03 -0.03 0.02
H 3.970 1.347 -3.482 -0.02 -0.01 0.03
H 4.475 -0.678 -2.106 -0.03 0.01 0.00
H 2.979 -1.221 -0.221 -0.04 -0.09 0.04
C -2.819 -2.725 -0.169 0.13 0.18 -0.10
C -2.915 -1.513 -1.121 0.03 -0.22 0.19
P -2.393 0.035 -0.288 -0.41 0.33 -0.55
C -3.948 0.480 0.555 -0.06 -0.02 0.01
C -4.128 0.215 1.910 -0.05 0.03 0.07
C -5.357 0.438 2.524 0.05 0.00 -0.08
C -6.418 0.934 1.784 0.00 0.01 -0.03
C -6.254 1.193 0.427 0.02 -0.02 0.04
C -5.035 0.958 -0.185 0.01 -0.01 0.02
C -2.224 1.269 -1.639 0.02 -0.06 0.08
C -1.504 0.932 -2.787 0.01 0.04 -0.04
C -1.229 1.889 -3.758 -0.03 -0.01 0.08
C -1.649 3.200 -3.582 0.00 -0.03 0.02
C -2.342 3.554 -2.430 0.02 -0.03 -0.01
C -2.628 2.596 -1.469 0.00 -0.01 0.06
C -1.455 -3.422 -0.229 -0.18 0.08 -0.02
P 0.027 -2.490 0.343 0.15 -0.51 0.27
C 0.517 -3.185 1.963 0.01 -0.02 -0.06
C 0.124 -4.424 2.463 0.01 -0.01 0.11
C 0.624 -4.884 3.677 -0.02 0.03 -0.09
C 1.531 -4.121 4.398 0.01 0.02 -0.01
C 1.941 -2.889 3.904 -0.04 -0.04 -0.03
C 1.433 -2.430 2.698 0.05 0.03 0.07
C 1.293 -3.191 -0.780 -0.14 0.17 -0.15
C 2.383 -3.935 -0.351 0.12 -0.08 0.00
C 3.312 -4.408 -1.275 -0.03 0.04 0.02
C 3.159 -4.139 -2.627 -0.05 0.03 0.02
C 2.073 -3.386 -3.065 0.03 -0.03 0.11
C 1.152 -2.913 -2.143 0.05 0.02 -0.06
H -3.570 -3.457 -0.465 -0.03 -0.03 0.01
H -3.072 -2.435 0.856 0.01 0.02 0.00
H -3.941 -1.354 -1.448 -0.05 -0.05 -0.07
H -2.310 -1.685 -2.014 0.02 0.00 0.00
H -3.317 -0.181 2.502 0.06 -0.02 0.00
H -5.480 0.220 3.578 0.02 0.02 -0.04
H -7.374 1.114 2.258 0.04 0.00 -0.02
H -7.081 1.576 -0.158 0.01 -0.02 0.02
H -4.931 1.152 -1.246 0.02 0.01 0.00
H -1.142 -0.080 -2.936 -0.04 -0.02 -0.01
H -0.688 1.607 -4.654 -0.01 0.00 0.03
H -1.433 3.949 -4.333 0.00 -0.02 0.02
H -2.645 4.582 -2.269 0.01 -0.04 0.00
H -3.158 2.898 -0.574 -0.01 -0.03 0.00
H -1.248 -3.679 -1.267 0.02 -0.05 -0.04
H -1.480 -4.363 0.315 -0.06 -0.08 -0.01
H -0.570 -5.051 1.920 0.00 0.00 -0.01
H 0.311 -5.850 4.054 -0.01 0.02 -0.01
H 1.922 -4.487 5.340 -0.02 0.02 -0.04
H 2.652 -2.287 4.457 -0.01 -0.01 -0.02
H 1.763 -1.464 2.327 0.00 0.03 -0.03
H 2.523 -4.153 0.701 -0.03 -0.02 -0.03
H 4.155 -4.994 -0.931 -0.02 0.02 -0.01
H 3.881 -4.515 -3.341 -0.02 0.01 0.02
H 1.946 -3.170 -4.118 0.01 0.00 0.03
H 0.319 -2.311 -2.496 0.00 -0.03 0.03
```
Positions in Å, forces in eV/Å.


2.
Here is a cluster of 2 separate species, C5H7BrClN2O in total at a distorted geometry from OMol25. Energies are from ωB97M-V with the def2-TZVPD basis set.

Frontier orbital gap = 10.041 eV
HOMO level = -0.506 Ha
Largest force on an atom = 0.1036 hartree/bohr
Charge = +1

The geometry in XYZ format:
```
17
Properties=species:S:1:pos:R:3:forces:R:3
C -1.923 0.875 -0.559 -1.50 -0.55 1.88
C 0.236 1.377 0.489 4.69 2.43 0.70
C -2.229 1.846 -1.378 3.95 1.62 -1.47
C 1.444 -1.331 1.023 1.57 1.62 1.73
C 2.201 -0.652 0.114 -0.30 -2.45 0.44
N -0.740 0.751 0.231 -2.74 -1.16 -0.44
N 0.059 -1.719 0.687 -0.57 -1.64 1.77
O 1.297 1.835 0.740 -2.64 -0.38 -0.34
Cl 1.671 -0.740 -1.538 0.26 0.55 -0.05
Br 3.984 -0.113 0.418 -0.95 -0.08 -0.02
H -2.748 0.230 -0.196 0.93 -0.18 -0.52
H -1.385 2.600 -1.649 -1.75 -1.12 0.49
H -2.982 1.720 -2.098 -1.45 0.28 -0.24
H 1.826 -1.364 2.111 -1.06 -0.16 -1.91
H -0.306 -2.690 1.240 1.17 3.63 -1.92
H 0.176 -1.894 -0.306 -0.66 -0.69 -0.56
H -0.581 -0.729 0.670 1.06 -1.71 0.43
```
Positions in Å, forces in eV/Å.


3.
Here is the molecule C5H8N2 at a distorted geometry from OMol25. Energies are from ωB97M-V with the def2-TZVPD basis set.

Frontier orbital gap = 10.476 eV
HOMO level = -0.351 Ha
Largest force on an atom = 0.0199 hartree/bohr

The geometry in XYZ format:
```
15
Properties=species:S:1:pos:R:3:forces:R:3
C -0.146 0.238 -1.609 0.03 0.00 -0.02
C -0.424 0.609 -0.161 -0.04 0.09 -0.11
C -1.276 -0.405 0.633 -0.32 -0.02 -0.10
N -0.172 -0.638 1.591 0.12 -0.20 0.07
C 0.694 0.331 0.889 0.17 0.18 -0.01
C 1.974 -0.175 0.379 0.77 -0.29 -0.27
N 2.997 -0.557 -0.002 -0.94 0.28 0.30
H 0.169 -0.808 -1.703 -0.03 0.16 0.06
H -1.056 0.373 -2.205 0.15 -0.03 0.09
H 0.642 0.864 -2.044 -0.11 -0.08 0.08
H -0.783 1.640 -0.098 0.03 -0.15 0.00
H -1.575 -1.285 0.051 0.06 0.13 0.07
H -2.164 0.010 1.121 0.12 -0.08 -0.08
H 0.188 -1.585 1.583 -0.02 0.12 0.02
H 0.923 1.195 1.524 0.00 -0.10 -0.09
```
Positions in Å, forces in eV/Å.


4.
Here is the molecule C13H16N2O4S3 at a distorted geometry from OMol25. Energies are from ωB97M-V with the def2-TZVPD basis set.

Frontier orbital gap = 8.595 eV
HOMO level = -0.327 Ha
Largest force on an atom = 0.3086 hartree/bohr

The geometry in XYZ format:
```
38
Properties=species:S:1:pos:R:3:forces:R:3
C -3.668 -2.067 -0.116 1.03 5.10 2.35
N -3.390 -0.690 -0.568 -2.66 1.34 -2.33
C -4.779 -0.047 -1.153 2.24 -2.62 7.30
S -2.577 0.251 0.626 -6.51 -14.18 2.50
O -2.656 1.515 0.262 0.23 10.72 -2.39
O -3.204 -0.363 1.804 1.24 2.46 0.60
C -1.127 -0.564 0.511 -1.59 2.29 0.97
C -0.580 -0.523 -0.625 4.91 2.87 -14.81
C 0.824 -0.716 -1.058 -6.15 -1.37 10.75
C 1.505 -1.108 0.085 1.75 -0.35 2.67
S 3.344 -1.315 0.090 -0.47 -7.83 -4.50
O 3.740 -1.115 -1.411 -0.84 0.05 5.29
O 3.579 -2.714 0.735 -0.67 3.85 -2.29
N 3.927 -0.423 1.193 -1.54 7.45 -3.22
C 4.240 1.173 0.527 -5.10 -1.38 5.10
C 2.815 1.722 0.281 0.02 0.32 -5.36
C 2.392 1.966 -1.192 -0.56 0.16 8.78
C 1.010 2.594 -0.995 7.44 -2.39 -12.38
C 0.549 2.710 0.130 -3.02 0.51 7.37
S 1.545 2.106 1.494 0.86 0.47 -2.87
C 1.006 -1.300 1.414 -5.15 3.32 -2.93
C -0.429 -0.720 1.585 8.07 -5.14 2.35
H -4.382 -1.980 0.668 0.17 -0.70 1.48
H -2.725 -2.458 -0.071 2.26 -1.68 1.69
H -4.083 -2.600 -0.800 -2.87 -2.89 -5.03
H -5.551 -0.113 -0.310 0.74 -0.43 -1.25
H -4.543 0.910 -1.141 0.75 4.62 -1.04
H -5.055 -0.492 -1.998 -0.85 -1.73 -3.44
H -1.072 0.062 -1.672 0.44 -2.06 3.52
H 1.390 -0.712 -1.811 3.22 0.73 -6.89
H 4.632 -0.692 1.740 3.32 -2.00 2.31
H 4.839 1.174 -0.311 1.39 -0.28 -1.46
H 4.526 1.632 1.485 0.94 -0.03 -0.80
H 3.065 1.622 -1.969 -0.50 0.38 -0.26
H 0.721 2.814 -2.071 -1.18 0.34 1.95
H -0.437 3.095 0.082 -1.00 0.32 1.64
H 1.588 -1.764 2.145 0.73 -0.27 1.26
H -0.981 -0.872 2.415 -1.05 0.02 3.38
```
Positions in Å, forces in eV/Å.


So what do the calculations give for relative energy (zero: lowest compared OMol25 entry of this formula, charge and spin)? Going down the list: 14.7 62.2 31.4 286.0 kcal per mole.
So what do the calculations give for energy? Going down the list: -3601.54261 -3413.31999 -304.78544 -2109.53309 Eh.